The following is a quantum chemistry calculation of 2 unconnected molecules or ions with the total composition C5H12NO, from the OMol25 dataset.

Last column: natural (NBO) charge in e.
CARTESIAN COORDINATES (ANGSTROEM)
C: -0.6165 0.4105 -2.4977  -0.62
C: -0.1886 -0.3817 -1.2773  -0.43
C: -0.8648 0.0983 -0.0027  0.11
C: -1.0175 1.3876 0.3046  -0.30
C: -0.7354 -1.9927 1.2236  0.11
N: -1.2315 -0.8367 1.0205  -0.40
H: -1.7050 0.2729 -2.5658  0.22
H: -0.3253 0.0308 -3.4752  0.25
H: -0.2664 1.4418 -2.4830  0.23
H: 0.8947 -0.4322 -1.1490  0.24
H: -0.5969 -1.4046 -1.2873  0.20
H: -0.9392 2.1496 -0.4527  0.23
H: -0.8704 1.7765 1.3123  0.23
H: -1.0864 -2.6179 2.0372  0.24
H: 0.1442 -2.3513 0.7034  0.23
H: -2.0805 -0.5985 1.5218  0.45
H: 3.8457 1.6435 1.8688  0.47
H: 4.1235 0.3281 2.6249  0.47
O: 3.5162 1.0761 2.5735  -0.95

Cartesian forces, eV/Å:
C -0.83 -0.35 -0.46
C -1.14 -1.29 0.62
C 0.55 1.72 -0.24
C 0.91 0.20 0.32
C 0.61 -0.27 0.61
N 0.36 -0.66 -0.35
H 0.10 0.88 0.14
H 0.71 -0.46 0.30
H -0.41 0.04 0.19
H -0.07 0.05 0.16
H 0.57 -0.14 -0.98
H 0.32 -0.09 -0.26
H -1.26 -0.26 0.14
H -0.42 0.11 -0.16
H -0.08 0.28 -0.33
H 0.11 0.25 0.33
H 0.13 -0.08 0.10
H 0.01 0.23 -0.04
O -0.17 -0.17 -0.09

Values from the calculation:
- E (eV) = -8908.576
- multiplicity = 1
- highest occupied orbital energy (eV) = -14.17
- ΔE to the lowest compared entry with this formula, charge and spin (kJ/mol) = 198.1
- molecular weight (g/mol) = 102.16
- net charge = +1

The following is a quantum chemistry calculation of a gas-phase ion, C3H6NOS (charge -1), from the OMol25 dataset.

Last column: natural (NBO) charge in e.
CARTESIAN COORDINATES (ANGSTROEM)
N: 1.3770 0.1170 -1.0440  -0.87
C: 1.1758 0.2585 0.3487  0.68
O: 2.0835 0.4045 1.2470  -0.68
C: -0.2826 0.4698 0.9294  -0.49
C: -1.2967 -0.4190 0.0166  -0.55
S: -1.9283 -0.2419 -1.6860  -0.69
H: 2.2801 -0.0171 -1.4549  0.38
H: 0.5833 -0.0928 -1.7096  0.44
H: -0.3804 0.0588 1.8613  0.21
H: -0.7008 1.5601 0.9025  0.22
H: -2.1041 -0.7558 0.7385  0.17
H: -0.8069 -1.3419 -0.1495  0.18

Cartesian forces, eV/Å:
N -1.60 -0.21 1.48
C 1.22 2.05 2.21
O -1.74 -0.98 -3.53
C -1.34 0.96 -6.10
C -0.68 -0.56 1.82
S 0.21 1.13 0.01
H 0.48 0.00 0.58
H 0.34 0.45 1.35
H 0.34 -0.77 2.43
H 1.35 -1.72 0.04
H 0.36 0.76 -0.78
H 1.06 -1.12 0.49

Values from the calculation:
- E (eV) = -17581.632
- multiplicity = 1
- highest occupied orbital energy (eV) = -2.70
- ΔE to the lowest compared entry with this formula, charge and spin (kJ/mol) = 138.3
- molecular weight (g/mol) = 104.15
- net charge = -1

The following is a quantum chemistry calculation of 2 unconnected molecules or ions with the total composition C24H29N2S3, from the OMol25 dataset.

Last column: natural (NBO) charge in e.
CARTESIAN COORDINATES (ANGSTROEM)
C: -4.1185 0.0203 1.6000  -0.13
C: -3.4149 1.2255 1.7231  -0.21
C: -2.0233 1.2283 1.7776  -0.15
C: -1.2995 0.0176 1.7224  -0.10
C: 0.1703 0.0221 1.7462  -0.24
S: 0.9613 -1.4901 1.6886  0.49
C: 2.7575 -1.1963 1.8460  -0.52
C: 3.2498 0.0248 1.0928  -0.44
C: 2.7489 1.2728 1.7929  -0.52
S: 0.9482 1.5396 1.6349  0.48
C: -2.0176 -1.1912 1.5984  -0.15
C: -3.4091 -1.1861 1.5397  -0.21
H: -5.2086 0.0214 1.5463  0.24
H: -3.9583 2.1718 1.7687  0.24
H: -1.4897 2.1786 1.8555  0.23
H: 2.9715 -1.1368 2.9212  0.25
H: 3.1941 -2.1192 1.4424  0.26
H: 4.3430 0.0284 1.1166  0.25
H: 2.9300 0.0011 0.0473  0.23
H: 2.9659 1.2633 2.8698  0.25
H: 3.1750 2.1815 1.3474  0.26
H: -1.4804 -2.1394 1.5242  0.23
H: -3.9474 -2.1307 1.4353  0.24
C: 3.0499 0.2461 8.1829  -0.61
C: 2.0122 0.2162 7.0675  -0.05
C: 1.6131 1.6503 6.7031  -0.62
C: 2.5964 -0.4782 5.8376  -0.61
C: 0.7620 -0.5800 7.4990  -0.05
C: 0.1831 -0.0980 8.8170  -0.44
C: -1.2087 -0.6293 9.0685  -0.20
N: -2.0163 -0.4627 7.8516  -0.44
C: -3.4126 -0.4282 7.8474  0.23
C: -3.9246 -0.3941 6.5458  -0.25
C: -5.2994 -0.2767 6.3514  -0.19
C: -6.1406 -0.1820 7.4678  -0.23
C: -5.6131 -0.1973 8.7692  -0.19
C: -4.2307 -0.3266 8.9704  -0.26
S: -2.6584 -0.4721 5.3521  0.33
C: -1.4241 -0.5196 6.6161  0.31
N: -0.1688 -0.5517 6.3694  -0.57
H: 3.3383 -0.7705 8.4729  0.21
H: 3.9435 0.7697 7.8294  0.21
H: 2.6792 0.7739 9.0676  0.21
H: 0.8410 1.6393 5.9249  0.22
H: 1.2296 2.1948 7.5722  0.21
H: 2.4904 2.1834 6.3207  0.21
H: 1.8406 -0.5389 5.0441  0.22
H: 3.4609 0.0861 5.4684  0.19
H: 2.9222 -1.4961 6.0880  0.21
H: 1.0786 -1.6349 7.6444  0.19
H: 0.8439 -0.4294 9.6283  0.23
H: 0.1751 1.0020 8.8441  0.21
H: -1.1626 -1.6960 9.3403  0.20
H: -1.6842 -0.0873 9.8881  0.22
H: -5.6776 -0.2542 5.3345  0.22
H: -7.2177 -0.0905 7.3283  0.23
H: -6.2757 -0.1066 9.6279  0.23
H: -3.7945 -0.3368 9.9709  0.22

Cartesian forces, eV/Å:
C 0.51 0.01 0.06
C 0.07 -0.03 -0.03
C -0.09 -0.03 0.01
C -0.27 0.03 -0.14
C 0.48 -0.03 -0.38
S -0.15 0.27 0.32
C -0.11 -0.19 -0.09
C -0.09 -0.01 0.29
C -0.12 0.18 -0.01
S -0.15 -0.25 0.24
C -0.10 0.04 -0.01
C 0.09 0.02 -0.02
H 0.35 0.00 0.03
H 0.22 -0.33 -0.01
H -0.29 -0.30 0.06
H 0.03 -0.05 -0.28
H -0.18 0.18 0.15
H -0.09 0.00 -0.02
H 0.09 0.01 0.09
H 0.06 0.02 -0.32
H -0.20 -0.18 0.17
H -0.29 0.28 0.08
H 0.21 0.32 0.05
C 0.10 -0.04 0.01
C -0.18 0.07 -0.02
C 0.05 -0.06 -0.17
C 0.12 0.03 -0.18
C 0.10 -0.43 -0.30
C 0.32 0.49 0.35
C -0.22 -0.29 -0.37
N -0.26 -0.29 0.73
C 0.31 0.34 0.05
C -0.94 0.03 0.59
C 0.33 -0.05 0.23
C 0.17 0.00 0.16
C 0.34 -0.11 -0.45
C -0.33 -0.02 -0.23
S 0.19 -0.01 -0.19
C 1.10 0.21 0.24
N -0.96 -0.25 -0.08
H 0.01 0.11 0.03
H -0.02 -0.08 0.12
H 0.11 -0.07 -0.12
H 0.11 0.06 0.14
H 0.11 0.01 -0.20
H -0.11 0.04 0.09
H 0.11 -0.01 0.16
H 0.02 -0.09 0.04
H -0.01 0.15 -0.09
H -0.08 0.32 -0.13
H -0.23 0.12 -0.11
H -0.13 -0.29 0.00
H -0.14 0.22 -0.07
H 0.03 -0.05 -0.12
H -0.18 0.02 0.17
H 0.31 -0.01 0.00
H 0.14 -0.04 -0.22
H -0.27 0.00 -0.32

Values from the calculation:
- E (eV) = -60839.166
- multiplicity = 1
- highest occupied orbital energy (eV) = -9.70
- molecular weight (g/mol) = 441.71
- net charge = +1

The following is a quantum chemistry calculation of C4H7N5O2S in the gas phase, from the OMol25 dataset.

Last column: natural (NBO) charge in e.
CARTESIAN COORDINATES (ANGSTROEM)
N: -1.0405 -2.7217 1.0671  -0.28
C: -0.9923 -1.7115 0.5132  0.27
C: -0.4573 -0.3929 0.1705  0.08
N: -1.4166 0.5277 0.6709  -0.82
S: -2.9139 0.2165 -0.1077  2.37
N: -2.7217 1.3636 -1.3363  -1.07
O: -3.0702 -1.1104 -0.5029  -0.89
O: -4.0481 0.7441 0.6284  -0.94
C: 0.9835 -0.3212 0.8961  -0.42
C: 1.9568 -0.1647 -0.3208  -0.34
N: 1.1117 0.0474 -1.4845  -0.05
N: -0.0933 -0.0646 -1.2466  -0.16
H: -1.3237 1.5716 0.5453  0.43
H: -2.1039 0.9114 -2.0359  0.42
H: -3.7013 1.5590 -1.4305  0.41
H: 1.0827 -1.2494 1.6113  0.26
H: 0.9057 0.5084 1.5815  0.23
H: 2.9023 0.4326 -0.1261  0.25
H: 2.3966 -1.2075 -0.4267  0.24

Cartesian forces, eV/Å:
N -0.36 0.35 -0.53
C 1.22 -1.49 0.17
C 2.96 0.49 1.15
N -2.14 0.93 -0.18
S -2.01 4.73 1.48
N 0.82 -1.94 1.34
O 0.85 -2.41 -1.18
O 1.58 0.02 -0.03
C -1.11 -1.12 0.80
C 1.04 -2.65 2.44
N -0.43 0.82 0.27
N -0.09 -0.75 -0.93
H 0.60 -1.64 0.08
H -1.06 0.74 -0.21
H -0.38 0.50 -1.59
H 0.20 1.72 -1.87
H 0.38 0.59 -0.01
H -1.65 0.04 -0.81
H -0.41 1.04 -0.38

Values from the calculation:
- E (eV) = -26638.408
- multiplicity = 1
- highest occupied orbital energy (eV) = -10.17
- molecular weight (g/mol) = 189.20
- net charge = 0